1.
# C20H24N6O2S

C20H24N6O2S as an isolated structure at a distorted geometry (the ωB97M-V functional and the def2-TZVPD basis, the Open Molecules 2025 dataset).

ORCA input file:
```
! wB97M-V def2-TZVPD RIJCOSX def2/J DEFGRID3
* xyz 0 1
O 2.30634 0.55185 -1.48794
C 2.61842 -0.35408 -0.76970
N 1.97927 -1.44665 -0.89357
C 1.83003 -2.61124 0.10996
H 1.93485 -2.30362 0.96891
C 0.34788 -3.37257 0.12141
N -0.77807 -2.51652 -0.06819
C -1.13391 -1.50614 0.73071
C -0.32962 -0.27942 1.01237
N 0.75753 -0.35479 1.96175
N 1.14547 1.12270 2.01475
N 0.46435 1.77363 1.10397
N -0.36077 0.77188 0.49942
C -1.27803 1.65708 -0.28103
H -2.06424 0.80386 -0.69681
C -0.62389 2.05686 -1.44075
C -0.73236 3.44394 -1.53589
C -1.08800 3.90850 -0.05134
H -0.01859 4.06264 0.37478
C -1.96699 2.85705 0.44500
H -2.99660 2.92621 -0.15127
H -2.10895 2.81459 1.56728
H -1.54161 5.04463 0.03629
H -1.69730 3.90558 -2.03128
H 0.09650 4.29981 -2.22717
H 0.59292 1.87991 -1.49614
H -0.91992 1.43238 -2.47583
C -2.53127 -1.01879 0.69374
C -3.56254 -1.64559 -0.07215
C -4.74605 -1.13629 0.12706
C -4.82274 -0.18570 1.09677
S -3.33333 -0.17535 1.79093
H -5.64511 0.26228 1.57912
H -5.65232 -1.44888 -0.58526
H -3.27502 -2.33812 -0.98938
H -0.95408 -1.92157 1.80736
C -0.49744 -1.77740 -1.72215
C 0.94523 -1.73410 -1.73272
H 1.09374 -0.89693 -2.69089
H 1.10679 -2.57387 -2.37705
H -1.02115 -2.44571 -2.11838
H -1.06644 -0.70025 -1.29841
H 0.31160 -4.09261 -0.68216
H 0.15653 -3.92198 1.04853
H 2.46396 -3.25556 -0.10708
C 3.59670 -0.22457 0.30814
C 4.30874 -1.10600 1.12126
C 5.15130 -0.30870 1.92815
C 4.69067 1.20750 1.46341
O 3.60206 1.18800 0.66976
H 5.02090 2.11306 1.89179
H 5.77212 -0.42677 2.55989
H 4.45242 -2.00419 0.95001
*
```

The calculation puts the calculated total energy at -44980.488 eV. The calculation puts the lowest unoccupied orbital energy at 0.45 eV. For the HOMO-LUMO gap, the calculation gives 0.3100 Eh. As for the highest occupied orbital energy: -7.99 eV.

=====

2.
# C20H24N6O3S2

One molecule with the formula C20H24N6O3S2 at a distorted geometry (the ωB97M-V functional and the def2-TZVPD basis, the Open Molecules 2025 dataset).

ORCA input file:
```
! wB97M-V def2-TZVPD RIJCOSX def2/J DEFGRID3
* xyz 0 1
C -3.48075 -3.82153 -0.75378
C -3.27614 -2.34806 -1.09447
N -2.30124 -1.74004 -0.22561
C -2.52583 -1.00298 0.90088
C -3.86913 -0.65595 1.39741
S -4.60193 0.69917 0.33318
C -3.12643 1.19200 -0.46335
N -2.71501 0.75970 -1.62074
N -1.48540 1.23474 -1.81104
C -1.14186 1.95621 -0.76270
C 0.15298 2.55536 -0.59182
C 0.61785 3.43587 0.43307
C 1.91695 3.69131 0.14266
O 2.29280 3.03800 -0.97212
C 1.23579 2.34874 -1.42503
C 1.40070 1.51772 -2.63733
N -2.17871 1.98135 0.12818
C -2.28963 2.59931 1.41525
N -1.42991 -0.53132 1.44071
C -0.40898 -0.96718 0.64132
C 0.96131 -0.73493 0.72153
C 1.74230 -1.29480 -0.25958
S 3.53209 -1.11009 -0.31356
O 3.84163 -0.21211 -1.39037
O 4.08383 -2.43306 -0.35583
N 4.05774 -0.40264 1.08670
C 4.04796 -1.19849 2.28384
C 3.99142 1.02659 1.21895
C 1.21412 -2.05237 -1.30410
C -0.14020 -2.28518 -1.40707
C -0.94660 -1.73523 -0.42107
H -4.20833 -4.25796 -1.43203
H -2.54438 -4.36675 -0.84706
H -3.84347 -3.93518 0.26583
H -4.21447 -1.79672 -1.00945
H -2.91858 -2.23573 -2.12040
H -4.57320 -1.48323 1.34591
H -3.79989 -0.27597 2.41451
H 0.07529 3.83406 1.26344
H 2.65270 4.29941 0.62976
H 2.27648 0.87935 -2.51738
H 1.56118 2.15089 -3.50889
H 0.50532 0.92279 -2.78582
H -1.56093 2.16266 2.10006
H -2.13713 3.67572 1.33190
H -3.29487 2.41559 1.79568
H 1.37021 -0.13685 1.51743
H 4.10115 -2.23921 1.97437
H 4.92356 -0.96024 2.89120
H 3.14531 -1.04083 2.88645
H 4.88334 1.38912 1.73494
H 3.10521 1.35968 1.77346
H 3.96857 1.43888 0.21357
H 1.90528 -2.44997 -2.02928
H -0.55007 -2.85964 -2.22230
*
```

The calculation puts the calculated total energy at -57882.771 eV. The calculation puts the lowest unoccupied orbital energy at 0.41 eV. For the HOMO-LUMO gap, the calculation gives 0.3133 Eh. As for the highest occupied orbital energy: -8.12 eV. The SMILES is CCn1c(CSc2nnc(-c3ccoc3C)n2C)nc2cc(S(=O)(=O)N(C)C)ccc21.

=====

3.
# C20H24N6O4Pt

C20H24N6O4Pt as an isolated structure at a distorted geometry (the ωB97M-V functional and the def2-TZVPD basis, the Open Molecules 2025 dataset).

ORCA input file:
```
! wB97M-V def2-TZVPD RIJCOSX def2/J DEFGRID3
* xyz 0 1
Pt -0.21734 0.83299 1.25754
O 0.19032 2.18122 2.67822
C 0.79869 1.85564 3.79055
C 1.38846 2.89883 4.53624
C 1.98299 2.66843 5.75270
C 2.02975 1.38114 6.30090
C 1.47083 0.34742 5.59116
C 0.85368 0.54731 4.34385
C 0.29741 -0.61521 3.70177
N -0.30731 -0.61214 2.57073
N -0.81992 -1.81854 2.09429
C -1.15748 -1.70560 0.84804
O -1.04536 -0.64426 0.10564
C -1.69678 -2.91105 0.15908
C -2.62657 -2.75104 -0.86757
C -3.08926 -3.85229 -1.57268
C -2.61342 -5.12111 -1.26678
C -1.69327 -5.28410 -0.24081
C -1.23906 -4.18520 0.47471
H 1.35237 3.89128 4.10659
H 2.42446 3.49744 6.29250
H 2.49828 1.20408 7.25880
H 1.49658 -0.65945 5.99309
H 0.37059 -1.57526 4.20606
H -2.99682 -1.75489 -1.08136
H -3.82700 -3.72400 -2.35514
H -2.96462 -5.98062 -1.82256
H -1.32403 -6.27223 0.00065
H -0.52684 -4.30093 1.28026
N -0.32082 2.25860 -0.33246
C 0.87080 2.70210 -1.09651
C 0.49051 3.29891 -2.45619
C -0.34713 2.41482 -3.39565
C 0.43874 1.42567 -4.26478
N 1.06822 0.31910 -3.55046
C 0.42973 -0.70808 -3.00591
N 1.07117 -1.50392 -2.14369
N -0.83072 -0.99729 -3.35100
C 1.94707 1.59801 -1.23763
O 2.79689 1.78250 -2.13798
O 1.82453 0.61235 -0.48711
H -0.93739 1.71677 -0.92995
H -0.83957 3.06796 -0.00838
H 1.33715 3.48838 -0.49840
H 1.41827 3.57775 -2.95552
H -0.06714 4.22386 -2.28102
H -0.86402 3.07914 -4.09338
H -1.14086 1.88532 -2.85898
H 1.24977 1.96024 -4.75719
H -0.19744 1.03173 -5.06204
H 1.97540 0.56618 -3.12958
H 1.76656 -1.01708 -1.56765
H 0.47469 -2.09695 -1.58301
H -1.29918 -0.48795 -4.07616
H -1.32457 -1.73599 -2.87582
*
```

The calculation puts the calculated total energy at -41508.612 eV. The calculation puts the lowest unoccupied orbital energy at 0.12 eV. For the HOMO-LUMO gap, the calculation gives 0.2673 Eh. As for the highest occupied orbital energy: -7.15 eV.

=====

Copy entry 2 word for word.
# C20H24N6O3S2

One molecule with the formula C20H24N6O3S2 at a distorted geometry (the ωB97M-V functional and the def2-TZVPD basis, the Open Molecules 2025 dataset).

ORCA input file:
```
! wB97M-V def2-TZVPD RIJCOSX def2/J DEFGRID3
* xyz 0 1
C -3.48075 -3.82153 -0.75378
C -3.27614 -2.34806 -1.09447
N -2.30124 -1.74004 -0.22561
C -2.52583 -1.00298 0.90088
C -3.86913 -0.65595 1.39741
S -4.60193 0.69917 0.33318
C -3.12643 1.19200 -0.46335
N -2.71501 0.75970 -1.62074
N -1.48540 1.23474 -1.81104
C -1.14186 1.95621 -0.76270
C 0.15298 2.55536 -0.59182
C 0.61785 3.43587 0.43307
C 1.91695 3.69131 0.14266
O 2.29280 3.03800 -0.97212
C 1.23579 2.34874 -1.42503
C 1.40070 1.51772 -2.63733
N -2.17871 1.98135 0.12818
C -2.28963 2.59931 1.41525
N -1.42991 -0.53132 1.44071
C -0.40898 -0.96718 0.64132
C 0.96131 -0.73493 0.72153
C 1.74230 -1.29480 -0.25958
S 3.53209 -1.11009 -0.31356
O 3.84163 -0.21211 -1.39037
O 4.08383 -2.43306 -0.35583
N 4.05774 -0.40264 1.08670
C 4.04796 -1.19849 2.28384
C 3.99142 1.02659 1.21895
C 1.21412 -2.05237 -1.30410
C -0.14020 -2.28518 -1.40707
C -0.94660 -1.73523 -0.42107
H -4.20833 -4.25796 -1.43203
H -2.54438 -4.36675 -0.84706
H -3.84347 -3.93518 0.26583
H -4.21447 -1.79672 -1.00945
H -2.91858 -2.23573 -2.12040
H -4.57320 -1.48323 1.34591
H -3.79989 -0.27597 2.41451
H 0.07529 3.83406 1.26344
H 2.65270 4.29941 0.62976
H 2.27648 0.87935 -2.51738
H 1.56118 2.15089 -3.50889
H 0.50532 0.92279 -2.78582
H -1.56093 2.16266 2.10006
H -2.13713 3.67572 1.33190
H -3.29487 2.41559 1.79568
H 1.37021 -0.13685 1.51743
H 4.10115 -2.23921 1.97437
H 4.92356 -0.96024 2.89120
H 3.14531 -1.04083 2.88645
H 4.88334 1.38912 1.73494
H 3.10521 1.35968 1.77346
H 3.96857 1.43888 0.21357
H 1.90528 -2.44997 -2.02928
H -0.55007 -2.85964 -2.22230
*
```

The calculation puts the calculated total energy at -57882.771 eV. The calculation puts the lowest unoccupied orbital energy at 0.41 eV. For the HOMO-LUMO gap, the calculation gives 0.3133 Eh. As for the highest occupied orbital energy: -8.12 eV. The SMILES is CCn1c(CSc2nnc(-c3ccoc3C)n2C)nc2cc(S(=O)(=O)N(C)C)ccc21.

=====

> What is the formula in the second record?

C20H24N6O3S2

=====

What did the first record say?
# C20H24N6O2S

C20H24N6O2S as an isolated structure at a distorted geometry (the ωB97M-V functional and the def2-TZVPD basis, the Open Molecules 2025 dataset).

ORCA input file:
```
! wB97M-V def2-TZVPD RIJCOSX def2/J DEFGRID3
* xyz 0 1
O 2.30634 0.55185 -1.48794
C 2.61842 -0.35408 -0.76970
N 1.97927 -1.44665 -0.89357
C 1.83003 -2.61124 0.10996
H 1.93485 -2.30362 0.96891
C 0.34788 -3.37257 0.12141
N -0.77807 -2.51652 -0.06819
C -1.13391 -1.50614 0.73071
C -0.32962 -0.27942 1.01237
N 0.75753 -0.35479 1.96175
N 1.14547 1.12270 2.01475
N 0.46435 1.77363 1.10397
N -0.36077 0.77188 0.49942
C -1.27803 1.65708 -0.28103
H -2.06424 0.80386 -0.69681
C -0.62389 2.05686 -1.44075
C -0.73236 3.44394 -1.53589
C -1.08800 3.90850 -0.05134
H -0.01859 4.06264 0.37478
C -1.96699 2.85705 0.44500
H -2.99660 2.92621 -0.15127
H -2.10895 2.81459 1.56728
H -1.54161 5.04463 0.03629
H -1.69730 3.90558 -2.03128
H 0.09650 4.29981 -2.22717
H 0.59292 1.87991 -1.49614
H -0.91992 1.43238 -2.47583
C -2.53127 -1.01879 0.69374
C -3.56254 -1.64559 -0.07215
C -4.74605 -1.13629 0.12706
C -4.82274 -0.18570 1.09677
S -3.33333 -0.17535 1.79093
H -5.64511 0.26228 1.57912
H -5.65232 -1.44888 -0.58526
H -3.27502 -2.33812 -0.98938
H -0.95408 -1.92157 1.80736
C -0.49744 -1.77740 -1.72215
C 0.94523 -1.73410 -1.73272
H 1.09374 -0.89693 -2.69089
H 1.10679 -2.57387 -2.37705
H -1.02115 -2.44571 -2.11838
H -1.06644 -0.70025 -1.29841
H 0.31160 -4.09261 -0.68216
H 0.15653 -3.92198 1.04853
H 2.46396 -3.25556 -0.10708
C 3.59670 -0.22457 0.30814
C 4.30874 -1.10600 1.12126
C 5.15130 -0.30870 1.92815
C 4.69067 1.20750 1.46341
O 3.60206 1.18800 0.66976
H 5.02090 2.11306 1.89179
H 5.77212 -0.42677 2.55989
H 4.45242 -2.00419 0.95001
*
```

The calculation puts the calculated total energy at -44980.488 eV. The calculation puts the lowest unoccupied orbital energy at 0.45 eV. For the HOMO-LUMO gap, the calculation gives 0.3100 Eh. As for the highest occupied orbital energy: -7.99 eV.